Record 1
Entry from OMol25: a molecular structure, C24H24N5PmS3 (wB97M-V/def2-TZVPD).

Output
- Total energy: -3005.180112 hartree
- Spin multiplicity: 5
- Net charge: +2
- E_HOMO (spin up / spin down): -13.81 / -13.81 eV

Element x y z (Å)
Pm 0.390 -0.372 -0.048
C 1.532 1.618 -4.045
C 1.066 2.930 -3.887
C 0.830 3.403 -2.625
C 1.036 2.569 -1.513
N 1.348 1.258 -1.673
C 1.635 0.835 -2.937
N 1.056 3.186 -0.293
C 0.836 2.727 0.868
N 0.243 1.497 1.217
C 0.321 1.386 2.621
N -0.015 0.401 3.350
C -0.221 -0.921 3.084
C -1.009 -1.637 3.998
C -1.016 -3.007 3.969
C -0.212 -3.675 3.040
C 0.475 -2.931 2.131
N 0.441 -1.570 2.080
C 0.901 2.622 3.167
C 1.173 2.989 4.469
C 1.776 4.227 4.661
C 2.094 5.051 3.582
C 1.822 4.666 2.274
C 1.217 3.439 2.097
H 1.813 1.230 -5.014
H 0.941 3.575 -4.747
H 0.551 4.429 -2.435
H 1.990 -0.183 -3.030
H -1.533 -1.069 4.754
H -1.599 -3.565 4.691
H -0.131 -4.753 3.030
H 1.111 -3.424 1.406
H 0.924 2.342 5.300
H 2.003 4.558 5.665
H 2.563 6.008 3.767
H 2.069 5.299 1.432
C -2.876 -4.038 -2.808
C -2.504 -4.276 -1.344
S -1.196 -3.345 -0.462
C 0.245 -3.489 -1.545
C 0.134 -2.655 -2.830
S -0.828 -1.144 -2.528
C -1.466 -0.775 -4.172
C -2.485 -1.858 -4.582
S -3.609 -2.436 -3.277
H -3.644 -4.780 -3.026
H -2.051 -4.267 -3.476
H -2.210 -5.320 -1.230
H -3.370 -4.115 -0.701
H 0.409 -4.543 -1.766
H 1.099 -3.175 -0.935
H -0.391 -3.209 -3.600
H 1.117 -2.401 -3.226
H -0.647 -0.678 -4.884
H -1.951 0.194 -4.070
H -1.990 -2.722 -5.025
H -3.122 -1.439 -5.361

Cartesian forces, eV/Å:
-0.311 0.154 -0.140
-0.022 0.037 -0.160
0.004 0.028 -0.048
-0.004 0.085 -0.051
-0.009 0.013 0.174
0.060 0.108 0.312
0.102 -0.082 0.298
0.135 0.174 -0.343
-0.175 -0.106 0.181
0.546 -0.556 -0.248
-0.102 0.120 -0.115
0.038 -0.228 0.222
0.059 0.116 -0.083
-0.023 0.030 0.064
-0.026 -0.052 0.033
-0.069 -0.119 0.123
0.175 0.223 -0.137
0.019 0.238 0.175
-0.173 -0.083 -0.048
-0.007 0.005 0.099
-0.017 -0.032 0.025
0.015 0.037 -0.012
0.040 0.106 -0.043
-0.108 -0.026 -0.101
-0.007 0.009 0.020
-0.002 0.003 0.012
-0.001 -0.011 -0.016
-0.004 -0.066 0.032
-0.005 -0.043 -0.013
0.009 0.021 -0.016
-0.001 0.025 0.011
0.007 0.024 -0.092
0.010 0.018 -0.022
0.003 0.010 -0.005
-0.006 -0.013 0.012
-0.006 -0.015 0.019
-0.024 0.061 0.072
-0.046 0.193 -0.022
0.021 -0.167 0.169
-0.390 0.041 -0.068
-0.005 0.001 0.087
0.202 -0.100 -0.217
-0.212 -0.027 0.146
-0.052 0.044 -0.005
0.060 0.027 -0.025
0.004 -0.079 0.016
0.011 -0.023 -0.022
-0.040 -0.045 -0.014
-0.024 -0.004 -0.003
0.148 0.006 -0.125
0.144 -0.034 0.008
0.009 -0.039 -0.032
0.034 -0.043 0.002
-0.017 -0.007 -0.042
-0.009 0.033 0.010
0.000 0.014 -0.017
0.042 -0.001 -0.035

Atomic charges from the Mulliken analysis, expressed in e, are listed below: Pm 1.369; C -0.742; C -0.364; C -0.457; C 0.313; N -0.281; C -0.417; N -0.436; C 0.084; N -0.363; C 0.096; N -0.441; C 0.388; C -0.446; C -0.407; C -0.547; C -0.572; N -0.292; C 0.330; C -0.248; C -0.622; C -0.618; C -0.246; C 0.368; H 0.488; H 0.484; H 0.483; H 0.613; H 0.478; H 0.473; H 0.451; H 0.611; H 0.533; H 0.428; H 0.423; H 0.535; C -0.697; C -0.816; S 0.156; C -1.184; C -0.760; S 0.083; C -0.548; C -0.979; S -0.042; H 0.483; H 0.277; H 0.414; H 0.452; H 0.672; H 0.387; H 0.351; H 0.574; H 0.352; H 0.467; H 0.406; H 0.498

---

Record 2
Entry from OMol25: 2 unconnected molecules or ions with the total composition C24H30NO3 (wB97M-V/def2-TZVPD).

Output
- Total energy: -1212.585857 hartree
- Net charge: +1
- E_HOMO: -9.68 eV

Element x y z (Å)
C 2.332 -1.117 0.963
C 0.847 -1.340 1.202
C 0.442 -2.131 2.286
N 0.542 -3.470 2.370
C 0.023 -4.056 3.624
C 0.252 -5.558 3.745
O 0.080 -6.214 2.486
C 1.062 -5.765 1.554
C 0.860 -4.290 1.194
H 2.924 -2.057 0.956
H 2.481 -0.593 0.005
H 2.727 -0.483 1.778
H 0.198 -1.403 0.314
H 0.046 -1.672 3.204
H 0.532 -3.556 4.461
H -1.067 -3.871 3.702
H 1.262 -5.745 4.164
H -0.528 -5.987 4.392
H 2.089 -5.915 1.948
H 0.894 -6.404 0.676
H 0.053 -4.245 0.438
H 1.779 -3.922 0.719
C 2.765 4.956 -6.240
O 3.626 4.634 -5.115
C 3.056 4.028 -4.036
C 3.901 3.709 -2.937
C 3.387 3.035 -1.851
C 2.013 2.643 -1.785
C 1.540 1.831 -0.701
C 0.269 1.288 -0.554
C -0.171 0.699 0.670
C -1.604 0.696 0.916
C -2.128 0.963 2.208
C -3.466 1.242 2.375
C -4.369 1.040 1.297
O -5.682 1.352 1.510
C -6.669 0.982 0.517
C -3.875 0.633 0.032
C -2.511 0.453 -0.141
C 1.163 3.066 -2.844
C 1.666 3.752 -3.943
H 3.437 5.373 -6.989
H 2.272 4.056 -6.632
H 2.005 5.699 -5.955
H 4.952 3.997 -3.005
H 4.054 2.746 -1.039
H 2.224 1.707 0.145
H -0.443 1.394 -1.388
H 0.444 0.861 1.565
H -1.439 1.075 3.050
H -3.880 1.608 3.311
H -7.613 1.184 1.028
H -6.591 1.598 -0.389
H -6.591 -0.082 0.250
H -4.567 0.497 -0.808
H -2.115 0.197 -1.127
H 0.105 2.816 -2.823
H 1.002 4.067 -4.754

Cartesian forces, eV/Å:
-0.070 -0.022 0.249
-0.580 1.298 -3.051
0.124 -2.520 1.016
-0.788 2.893 -0.015
-0.590 -0.329 0.661
0.050 -0.449 -0.391
0.576 0.648 0.350
-0.189 -0.318 0.405
0.145 -0.651 -0.781
-0.174 0.489 -0.092
-0.052 -0.316 0.423
0.110 -0.229 -0.329
0.587 -0.930 0.193
-0.023 -0.275 -0.007
-0.284 -0.100 -0.279
0.618 0.097 -0.268
-0.438 -0.173 -0.246
0.517 0.212 -0.017
-0.452 -0.122 -0.068
0.375 0.428 0.142
0.178 0.383 0.586
-0.344 0.098 0.170
0.268 -0.121 0.481
-0.755 -0.277 0.243
-0.396 0.141 0.329
-0.320 0.228 -0.857
-0.723 -0.382 0.011
0.452 0.624 -1.179
-1.552 -0.463 0.861
1.849 0.262 -0.971
0.763 0.332 2.084
-0.832 -1.137 0.139
0.465 0.462 -0.599
-0.967 -0.450 -0.484
0.132 0.403 -0.608
0.574 -0.497 -0.278
0.319 0.152 0.445
-0.485 -0.023 0.528
0.313 0.495 0.395
0.740 -0.243 0.184
0.546 0.060 -0.166
-0.145 -0.046 0.090
0.199 0.191 0.119
0.271 -0.173 -0.047
-0.317 -0.156 0.089
-0.154 0.104 -0.129
-0.113 0.035 -0.236
0.402 -0.153 0.592
-0.425 0.616 -0.632
-0.209 0.081 -0.278
0.140 -0.206 -0.061
0.101 -0.127 -0.298
0.064 -0.075 0.255
-0.005 0.281 0.160
0.378 0.010 0.400
-0.258 0.023 0.305
0.165 0.146 0.016
0.218 -0.226 0.447

Atomic charges from the natural (NBO) analysis, expressed in e, are listed below: C -0.621; C -0.501; C 0.338; N -0.277; C -0.263; C -0.086; O -0.503; C -0.085; C -0.268; H 0.205; H 0.243; H 0.208; H 0.268; H 0.194; H 0.229; H 0.226; H 0.180; H 0.226; H 0.178; H 0.226; H 0.235; H 0.239; C -0.261; O -0.479; C 0.361; C -0.268; C -0.128; C -0.191; C -0.049; C -0.314; C -0.083; C -0.068; C -0.189; C -0.247; C 0.345; O -0.486; C -0.260; C -0.304; C -0.177; C -0.072; C -0.331; H 0.215; H 0.186; H 0.187; H 0.240; H 0.217; H 0.205; H 0.213; H 0.226; H 0.215; H 0.238; H 0.216; H 0.186; H 0.186; H 0.232; H 0.214; H 0.202; H 0.230

---

Record 3
Entry from OMol25: C6H12O12 in the gas phase (wB97M-V/def2-TZVPD).

Output
- Total energy: -1138.693627 hartree
- E_HOMO: -10.42 eV
- SMILES: OC1(O)C(O)(O)C(O)(O)C(O)(O)C(O)(O)C1(O)O

Element x y z (Å)
O 0.935 -0.065 2.147
C 0.990 0.649 0.938
O 1.905 1.641 1.343
C -0.407 1.309 0.607
O -1.044 1.738 1.801
O -0.260 2.593 0.075
C -1.330 0.500 -0.362
O -2.668 0.681 -0.013
O -1.301 0.977 -1.699
C -1.047 -0.977 -0.345
O -1.439 -1.587 0.879
O -1.924 -1.711 -1.246
C 0.454 -1.320 -0.595
O 0.666 -1.804 -1.923
O 0.809 -2.548 0.088
C 1.486 -0.221 -0.251
O 2.720 -0.784 0.155
O 1.853 0.587 -1.367
H 0.366 0.447 2.765
H 2.016 2.187 0.579
H -0.816 2.687 1.878
H -0.447 2.560 -0.876
H -2.616 0.663 0.976
H -2.129 0.688 -2.119
H -0.757 -2.284 0.989
H -2.844 -1.576 -0.931
H -0.163 -2.268 -2.236
H 1.791 -2.576 0.018
H 3.153 -0.187 0.817
H 2.049 0.002 -2.092

Cartesian forces, eV/Å:
-1.069 -1.044 -0.662
-0.712 0.746 1.802
0.005 -0.242 -1.076
0.108 2.528 0.129
-0.160 -1.831 1.101
1.281 0.203 -2.112
-1.803 0.124 -0.744
0.187 -0.161 2.082
1.133 0.072 0.501
-1.230 -3.270 0.929
1.260 1.230 0.440
0.870 1.283 -1.025
0.891 -3.830 -1.906
-1.164 1.503 -1.163
-0.248 1.290 1.289
2.152 0.814 0.208
-0.074 -0.463 0.808
-1.699 0.815 1.441
0.345 -0.310 -0.739
0.402 1.165 -0.826
-0.258 -0.725 -0.210
0.074 0.097 -0.087
-0.803 0.174 -0.771
0.375 0.008 0.317
-0.392 0.188 0.448
0.950 -0.013 0.071
1.111 0.833 0.688
-0.777 0.009 0.347
-0.711 -0.592 -0.737
-0.044 -0.598 -0.541

Atomic charges from the natural (NBO) analysis, expressed in e, are listed below: O -0.696; C 0.430; O -0.698; C 0.443; O -0.742; O -0.735; C 0.425; O -0.709; O -0.717; C 0.433; O -0.721; O -0.750; C 0.425; O -0.734; O -0.735; C 0.431; O -0.733; O -0.713; H 0.504; H 0.484; H 0.516; H 0.514; H 0.507; H 0.507; H 0.515; H 0.505; H 0.513; H 0.516; H 0.511; H 0.503

---

Record 4
Entry from OMol25: 2 unconnected molecules or ions with the total composition C6H14NO (wB97M-V/def2-TZVPD).

Output
- Total energy: -366.470977 hartree
- Net charge: +1
- E_HOMO: -13.51 eV

Element x y z (Å)
C -0.315 -0.963 0.859
O 1.735 0.983 0.761
C 0.751 -2.120 0.634
C -0.874 -0.478 -0.483
C -1.116 1.001 -0.432
C -2.305 1.419 0.066
C -0.049 1.903 -1.116
N 1.881 -1.532 -0.178
H 0.211 -0.120 1.315
H -1.160 -1.207 1.527
H 2.002 -0.534 0.059
H 0.280 -2.859 -0.052
H -0.258 -0.847 -1.331
H -1.790 -1.079 -0.697
H -2.976 0.637 0.419
H -2.688 2.467 -0.082
H -0.148 1.697 -2.244
H -0.237 2.956 -0.777
H 0.938 1.751 -0.768
H 2.287 1.639 1.215
H 2.746 -2.103 -0.254
H 1.085 -2.610 1.560

Cartesian forces, eV/Å:
1.482 -1.093 1.266
-0.054 -0.056 -0.810
-0.756 1.900 -2.197
-1.012 -0.797 -1.381
1.743 0.070 -1.831
-0.585 0.977 -0.709
-4.493 0.412 0.279
-0.683 -1.039 2.338
-0.119 -0.339 0.070
0.616 -0.421 -0.264
0.398 0.314 -0.284
0.418 -0.222 0.637
0.409 0.869 0.554
0.130 0.797 0.488
-0.103 0.459 0.111
0.572 -1.172 0.586
0.587 0.431 1.565
-0.047 -0.731 -0.933
2.218 -0.982 0.669
0.219 -0.031 0.085
-0.937 0.482 -0.127
-0.001 0.172 -0.112

Atomic charges from the natural (NBO) analysis, expressed in e, are listed below: C -0.414; O -0.691; C -0.257; C -0.468; C 0.106; C -0.193; C -0.634; N -0.549; H 0.262; H 0.241; H 0.426; H 0.247; H 0.247; H 0.242; H 0.215; H 0.236; H 0.285; H 0.247; H 0.285; H 0.478; H 0.412; H 0.278

---

Record 5
Entry from OMol25: 2 unconnected molecules or ions with the total composition C10H7ClO2 (wB97M-V/def2-TZVPD).

Output
- Total energy: -995.808666 hartree
- E_HOMO: -8.24 eV
- SMILES: O=C=Cc1ccccc1.O=C=CCl

Element x y z (Å)
O 3.179 2.506 -2.019
C 2.335 1.719 -1.694
C 1.517 0.693 -1.420
C 0.188 0.745 -0.764
C -0.337 1.918 -0.264
C -1.638 1.973 0.115
C -2.329 0.790 0.362
C -1.738 -0.436 -0.037
C -0.547 -0.401 -0.756
H 1.826 -0.291 -1.879
H 0.387 2.838 -0.194
H -2.226 2.967 0.206
H -3.400 0.919 0.711
H -2.092 -1.395 0.020
H -0.125 -1.291 -1.095
O 4.043 -2.817 2.462
C 3.527 -2.027 1.789
C 2.976 -1.009 1.158
Cl 3.950 0.020 0.150
H 1.832 -0.850 1.100

Cartesian forces, eV/Å:
-2.853 -2.294 1.372
1.753 0.779 -1.314
0.234 0.327 -0.807
1.874 0.703 -1.026
2.610 2.506 -0.248
-2.287 1.499 0.905
-1.371 -0.638 -0.506
0.689 2.822 -0.753
-1.121 0.469 1.855
-0.108 1.351 0.612
-1.750 -1.601 -0.423
1.409 -1.712 0.264
1.511 -0.695 -0.299
-1.790 -1.930 0.675
0.539 -1.380 -0.718
-0.227 -0.042 -0.429
0.137 0.487 0.527
-2.159 0.237 -0.608
0.689 -0.448 0.664
2.219 -0.441 0.255

Atomic charges from the natural (NBO) analysis, expressed in e, are listed below: O -0.455; C 0.747; C -0.558; C -0.029; C -0.220; C -0.196; C -0.234; C -0.190; C -0.228; H 0.280; H 0.212; H 0.225; H 0.224; H 0.212; H 0.206; O -0.419; C 0.695; C -0.582; Cl 0.030; H 0.280

---

Record 6
Entry from OMol25: a molecular structure, C4H12N3O (wB97M-V/def2-TZVPD).

Output
- Total energy: -398.786596 hartree
- Net charge: +1
- E_HOMO (spin up / spin down): -12.35 / -12.35 eV

Element x y z (Å)
C -0.221 -0.494 -0.658
C 0.058 0.756 0.185
C 1.236 1.582 -0.332
C 0.878 -1.437 -0.721
N 1.669 -1.677 0.286
N -1.943 -0.966 0.041
N -2.770 0.027 -0.029
O 0.262 0.326 1.523
H -0.588 -0.255 -1.652
H 1.110 1.816 -1.385
H 2.177 1.052 -0.197
H 1.288 2.519 0.219
H 1.010 -2.005 -1.628
H 2.436 -2.330 0.224
H 1.512 -1.158 1.148
H -1.662 -1.161 1.005
H -3.200 0.190 -0.930
H -0.840 1.399 0.131
H -2.887 0.731 0.694
H 0.477 1.086 2.077

Cartesian forces, eV/Å:
-0.095 0.868 0.612
0.075 0.325 -0.937
-0.217 -0.111 0.310
-1.367 0.155 0.636
-0.101 0.063 -0.149
1.272 -1.679 -0.469
-0.342 0.846 -0.032
0.007 -0.180 0.317
0.098 -0.016 0.044
-0.034 0.050 -0.108
0.079 -0.024 -0.029
0.094 0.108 0.004
0.237 -0.174 -0.118
-0.013 -0.050 -0.043
0.083 -0.019 0.001
-0.095 0.300 -0.140
-0.084 -0.092 0.269
0.161 -0.270 -0.035
0.217 -0.075 -0.142
0.023 -0.025 0.011

Atomic charges from the natural (NBO) analysis, expressed in e, are listed below: C -0.305; C 0.084; C -0.640; C 0.244; N -0.652; N -0.278; N -0.535; O -0.760; H 0.238; H 0.234; H 0.211; H 0.226; H 0.231; H 0.431; H 0.449; H 0.372; H 0.395; H 0.176; H 0.380; H 0.500

---

Which value of total energy does entry 3 give? -1138.693627 hartree

---

Which of these has the lowest total energy? C24H24N5PmS3